Molecular formula: C53H95B2F12Hg3N5O21P2
Method: DFT, wB97M-V/def2-TZVPD

Element x y z (Å)
Hg  0.722  3.868  -3.887
Hg  -0.474  -6.053  0.732
Hg  -3.429  -2.821  2.545
O  3.416  1.617  -0.489
C  2.536  0.867  -0.848
O  2.195  -0.237  -0.322
B  0.940  -0.756  -0.839
O  0.589  0.103  -1.910
C  1.457  1.046  -2.034
O  1.430  2.060  -2.789
O  -0.193  -0.702  0.128
C  -0.844  -1.866  0.315
O  -1.823  -2.129  1.010
C  -0.035  -2.870  -0.539
O  0.968  -2.201  -1.209
O  -0.183  -4.086  -0.550
O  -4.630  -1.120  1.319
C  -4.641  -0.134  0.514
O  -3.566  0.627  0.261
B  -3.827  1.673  -0.730
O  -5.265  1.419  -1.079
C  -5.794  0.446  -0.386
O  -6.961  0.149  -0.241
O  -2.862  1.619  -1.795
C  -2.148  2.774  -1.814
O  -1.307  3.169  -2.670
C  -2.817  3.760  -0.789
O  -3.626  3.039  -0.093
O  -2.592  4.930  -0.669
P  -3.642  -4.836  -0.241
F  -2.422  -5.781  -0.960
F  -3.013  -3.519  -0.979
F  -4.706  -5.094  -1.505
F  -4.661  -3.952  0.693
F  -4.319  -6.260  0.325
F  -2.691  -4.749  1.111
P  -0.112  -3.867  3.907
F  -0.581  -3.279  5.377
F  -0.234  -5.437  4.155
F  -1.675  -3.637  3.447
F  0.006  -4.336  2.381
F  0.094  -2.341  3.449
F  1.411  -4.050  4.135
C  3.682  -7.145  -0.227
C  2.187  -7.488  -0.331
C  2.062  -8.721  -1.144
C  2.352  -10.001  -0.209
C  1.548  -9.890  1.093
C  1.814  -8.614  1.897
N  1.568  -7.426  1.022
O  1.862  -6.264  1.656
C  0.699  -8.495  3.043
C  3.198  -8.592  2.640
C  1.518  -6.293  -1.270
H  4.228  -8.043  0.062
H  3.863  -6.311  0.451
H  4.147  -6.874  -1.174
H  1.025  -8.895  -1.431
H  2.734  -8.736  -2.002
H  3.416  -10.065  0.017
H  1.947  -10.791  -0.842
H  1.734  -10.672  1.829
H  0.501  -10.038  0.829
H  0.599  -9.379  3.673
H  0.878  -7.637  3.691
H  -0.338  -8.573  2.716
H  3.769  -9.517  2.567
H  3.974  -7.924  2.265
H  2.967  -8.381  3.684
H  1.703  -6.325  -2.344
H  1.862  -5.316  -0.931
H  0.435  -6.361  -1.371
H  2.789  -6.379  1.878
C  -0.605  -0.061  -7.468
C  -0.214  -0.150  -5.937
C  0.231  -1.616  -5.654
C  1.557  -1.983  -6.365
C  2.634  -0.868  -6.057
C  2.244  0.654  -6.291
N  0.893  0.852  -5.652
O  0.401  2.116  -5.801
C  3.352  1.541  -5.703
C  2.330  0.987  -7.775
C  -1.430  0.010  -5.045
H  0.073  -0.107  -8.320
H  -1.012  0.937  -7.630
H  -1.598  -0.473  -7.652
H  0.536  -1.658  -4.609
H  -0.571  -2.352  -5.608
H  1.555  -2.001  -7.455
H  1.830  -3.018  -6.160
H  3.478  -1.082  -6.713
H  2.928  -1.021  -5.019
H  4.245  0.982  -5.984
H  3.475  2.580  -6.009
H  3.386  1.530  -4.614
H  1.722  1.847  -8.054
H  3.312  1.236  -8.179
H  2.048  0.203  -8.478
H  -2.063  -0.775  -5.459
H  -1.972  0.954  -5.113
H  -1.119  -0.296  -4.046
H  0.007  1.920  -6.654
C  1.289  1.801  2.898
C  0.685  3.201  2.605
C  -0.203  3.762  3.665
C  0.473  4.333  4.920
C  1.504  5.360  4.418
C  2.473  4.973  3.185
N  1.696  4.210  2.163
O  2.451  3.868  1.062
C  3.037  6.209  2.545
C  3.507  4.116  3.857
C  -0.197  3.009  1.426
H  0.536  1.057  3.159
H  1.952  1.850  3.761
H  1.910  1.373  2.111
H  -0.945  4.451  3.263
H  -0.711  2.863  4.014
H  0.937  3.520  5.479
H  -0.249  4.738  5.629
H  2.026  5.783  5.276
H  1.005  6.312  4.238
H  3.550  6.813  3.293
H  3.737  5.893  1.772
H  2.251  6.896  2.230
H  3.169  3.410  4.615
H  4.043  3.521  3.118
H  4.234  4.705  4.416
H  -0.588  3.948  1.035
H  -1.028  2.442  1.846
H  0.155  2.416  0.582
H  2.979  3.144  1.404
C  3.776  4.310  -3.094
C  3.327  5.610  -2.439
C  3.925  6.664  -3.463
C  3.516  8.053  -3.132
C  1.983  8.043  -3.132
C  1.234  7.063  -2.152
N  1.822  5.695  -2.415
O  1.261  4.635  -1.668
C  1.248  7.666  -0.755
C  -0.223  6.942  -2.658
C  4.019  5.675  -1.028
H  4.821  4.166  -2.818
H  3.853  4.407  -4.177
H  3.397  3.313  -2.869
H  5.004  6.787  -3.557
H  3.308  6.578  -4.358
H  3.725  8.735  -3.956
H  3.886  8.462  -2.192
H  1.556  7.978  -4.133
H  1.878  9.095  -2.866
H  2.271  7.917  -0.475
H  0.576  8.517  -0.643
H  0.835  6.896  -0.102
H  -0.647  7.879  -3.021
H  -0.253  6.359  -3.578
H  -0.746  6.537  -1.792
H  3.470  6.329  -0.351
H  5.100  5.782  -1.116
H  4.009  4.642  -0.679
H  1.755  4.835  -0.869
C  -2.219  -0.149  3.715
C  -3.626  -0.132  4.408
C  -4.494  0.959  3.813
C  -5.988  0.940  3.999
C  -6.625  -0.320  3.634
C  -5.937  -1.508  4.476
N  -4.382  -1.463  4.320
O  -3.649  -2.444  4.953
C  -6.427  -1.464  5.964
C  -6.441  -2.750  3.748
C  -3.303  0.281  5.945
H  -1.550  0.672  3.975
H  -2.466  0.005  2.665
H  -1.514  -0.947  3.949
H  -4.253  1.920  4.268
H  -4.065  1.206  2.842
H  -6.472  1.726  3.420
H  -6.252  1.146  5.037
H  -6.879  -0.416  2.578
H  -7.621  -0.349  4.075
H  -7.434  -1.823  6.174
H  -5.862  -2.241  6.480
H  -6.068  -0.583  6.496
H  -6.415  -2.595  2.669
H  -5.733  -3.524  4.044
H  -7.421  -3.035  4.129
H  -4.201  0.392  6.553
H  -2.617  1.043  6.314
H  -2.823  -0.632  6.298
H  -3.696  -2.253  5.893

Atoms 1-6, force components in eV/Å:
-0.44 0.99 -1.70
0.00 0.20 -0.21
-1.63 1.91 -0.84
-1.10 -0.90 -0.77
0.62 2.87 -1.63
-0.55 -3.04 2.02

Results
Kohn-Sham gap (spin up / spin down) = 2.8 / 3.9 eV
LUMO energy (spin up / spin down) = -5.80 / -5.80 eV
Multiplicity = 2
Net charge = +1
F_max = 5.86 eV Å⁻¹